The following is a DFT calculation (ωB97M-V/def2-TZVPD) of C19H29BN2O2V as an isolated structure.

## Properties
Highest occupied orbital energy (spin up / spin down) (eV): -15.1 / -14.7
⟨S²⟩: 1.120
Multiplicity: 2
Charge: +2
HOMO-LUMO gap (spin up / spin down) (eV): 6.49 / 6.17

Each line ends with the Löwdin charge.
CARTESIAN COORDINATES (ANGSTROEM)
C1 -3.9509 -0.1188 -2.3381  0.056
H1 -4.3894 -0.8884 -2.9848  0.139
C2 1.8766 2.3312 0.5434  -0.097
H2 1.2166 1.6224 3.6551  0.087
H3 0.8722 1.5620 0.5804  0.069
H4 -0.3630 1.2480 4.3831  0.104
H5 3.6426 -0.7288 2.0676  0.108
C3 0.7823 -1.6159 -2.6806  -0.004
H6 2.6416 -2.7425 2.1908  0.102
H7 2.7871 0.4358 0.0974  0.045
N1 -2.0366 0.7972 -1.2530  -0.077
H8 1.3959 -3.2579 -3.9262  0.135
C4 0.1734 2.1695 -3.1555  -0.153
H9 3.8593 1.7420 -0.3174  0.106
H10 0.9230 -2.9811 2.5922  0.088
H11 1.7509 -1.3439 -2.2777  0.148
H12 2.0641 -2.3435 3.8179  0.113
H13 -5.7422 1.0366 -2.0307  0.141
H14 2.2901 1.3793 -1.1924  0.060
H15 -2.8877 -2.3562 -3.8309  0.144
H16 -2.1462 2.5529 -0.1328  0.151
H17 -0.2301 -1.6660 4.5167  0.111
C5 -0.7714 -2.9394 -3.9817  0.048
H18 3.0926 -0.1831 3.6590  0.110
C6 0.2837 -0.2397 2.9875  -0.464
C7 0.5848 0.8179 4.0371  0.004
H19 -1.6011 -0.7028 3.9197  0.101
V1 -0.3168 0.8155 -1.7236  0.949
C8 -2.7127 1.8669 -0.7465  -0.011
C9 0.5612 -2.6699 -3.5640  0.040
C10 -1.6193 -1.1677 -2.6073  -0.127
H20 -4.6287 2.8069 -0.6318  0.139
H21 1.5497 3.1178 -0.1791  0.099
B1 0.3099 0.1867 0.7239  -0.498
O1 -0.4136 0.3863 1.8937  0.072
H22 1.2071 2.5312 -2.9737  0.027
C11 -4.6771 0.9654 -1.8167  0.054
C12 1.5370 -0.9128 2.3360  -0.453
O2 1.2515 -0.8563 0.9119  0.045
H23 0.1140 1.7097 -4.1722  0.038
C13 -0.6931 -1.2315 3.6112  -0.007
H24 -0.9456 -3.7445 -4.6944  0.142
C14 2.8169 1.4736 -0.2005  -0.155
H25 2.2412 2.7950 1.4468  0.097
H26 2.8481 0.8424 2.2087  0.064
H27 1.0868 0.3494 4.9055  0.115
H28 -0.5309 3.0337 -3.0997  0.038
C15 -2.5956 -0.2075 -2.0556  -0.129
H29 -0.9623 -2.0262 2.9153  0.092
C16 2.8518 -0.1819 2.5906  -0.008
N2 -0.2839 -0.8929 -2.2515  -0.071
C17 -4.0596 1.9658 -1.0243  0.030
C18 -1.8466 -2.1949 -3.5034  0.044
C19 1.7924 -2.3470 2.7546  -0.002